Entry 1:
Molecular formula: C31H52NO16P
Method: DFT, ωB97M-V/def2-TZVPD

Last column: Mulliken charge in e.
Atoms and positions in Å:
C1 -3.354 2.657 1.701  -0.39
O1 -2.310 1.948 0.942  -0.36
C2 -1.069 2.669 1.182  -0.85
C3 0.001 1.608 1.710  0.39
C4 -0.233 1.079 3.193  -0.62
C5 0.456 -0.281 3.605  -0.28
C6 2.002 -0.503 3.323  0.25
O2 2.945 0.311 4.069  -0.38
C7 2.924 1.682 3.785  0.21
O3 2.561 2.453 4.719  -0.54
P1 2.440 -0.740 1.459  0.53
N1 3.821 -1.853 1.348  -0.77
O4 2.984 0.717 0.743  -0.62
H1 -3.047 2.797 2.805  0.23
H2 -4.324 2.053 1.715  0.17
H3 -3.499 3.653 1.161  0.19
H4 -0.683 3.038 0.157  0.25
H5 -1.184 3.594 1.835  0.40
H6 -0.046 0.690 1.012  0.05
H7 1.034 2.116 1.665  -0.01
H8 -1.372 0.961 3.343  0.32
H9 0.075 1.888 3.958  0.24
H10 0.268 -0.468 4.729  0.18
H11 -0.106 -1.141 3.075  0.17
H12 2.200 -1.575 3.721  -0.22
H13 3.213 2.203 2.817  0.37
H14 4.649 -1.237 1.215  0.29
H15 3.707 -2.301 0.417  0.46
H16 2.301 1.055 0.130  0.33
O5 -5.703 4.015 1.986  -0.56
C8 -6.241 4.039 0.911  0.47
C9 -7.603 4.610 0.618  -0.51
C10 -7.907 4.022 -0.745  -0.54
C11 -6.530 3.858 -1.343  -0.40
O6 -5.667 3.581 -0.235  -0.24
H17 -7.533 5.700 0.586  0.27
H18 -8.330 4.292 1.365  0.32
H19 -8.570 4.641 -1.352  0.35
H20 -8.379 3.042 -0.625  0.28
H21 -6.180 4.770 -1.838  0.28
H22 -6.489 3.032 -2.055  0.28
O7 -4.740 0.523 -5.991  -0.58
C12 -4.219 1.258 -5.195  0.49
C13 -2.768 1.234 -4.793  -0.35
C14 -2.774 2.068 -3.529  -0.50
C15 -3.929 3.013 -3.768  -0.03
O8 -4.867 2.271 -4.557  -0.34
H23 -2.172 1.697 -5.584  0.27
H24 -2.431 0.216 -4.602  0.24
H25 -1.831 2.581 -3.337  0.33
H26 -2.991 1.428 -2.668  0.24
H27 -3.629 3.903 -4.328  0.24
H28 -4.400 3.324 -2.835  0.00
O9 0.618 -2.925 -0.187  -0.50
C16 0.350 -3.685 0.708  0.46
C17 -0.640 -4.818 0.639  -0.59
C18 -0.848 -5.146 2.105  -0.63
C19 0.477 -4.756 2.716  0.12
O10 0.946 -3.655 1.927  -0.19
H29 -0.191 -5.651 0.094  0.31
H30 -1.568 -4.500 0.162  0.31
H31 -1.117 -6.188 2.288  0.37
H32 -1.645 -4.515 2.512  0.28
H33 1.215 -5.564 2.662  0.26
H34 0.370 -4.441 3.761  -0.10
O11 3.492 -2.204 -1.775  -0.52
C20 2.942 -2.182 -2.845  0.38
C21 1.583 -1.597 -3.120  0.02
C22 1.251 -2.187 -4.475  -0.66
C23 2.617 -2.370 -5.093  -0.21
O12 3.494 -2.652 -3.995  -0.40
H35 1.665 -0.508 -3.159  0.25
H36 0.864 -1.903 -2.360  0.11
H37 0.587 -1.563 -5.074  0.31
H38 0.770 -3.162 -4.343  0.32
H39 2.970 -1.466 -5.598  0.01
H40 2.637 -3.200 -5.802  0.37
O13 4.373 0.018 -7.344  -0.59
C24 4.907 0.755 -6.556  0.60
C25 6.360 0.723 -6.168  -0.41
C26 6.371 1.563 -4.908  -0.45
C27 5.220 2.514 -5.141  -0.43
O14 4.271 1.774 -5.918  -0.36
H41 6.952 1.178 -6.966  0.27
H42 6.693 -0.296 -5.975  0.26
H43 7.320 2.071 -4.727  0.32
H44 6.159 0.928 -4.042  0.23
H45 5.520 3.400 -5.708  0.27
H46 4.759 2.834 -4.205  0.32
O15 -0.271 -4.311 5.401  -0.69
C28 0.615 -3.820 6.057  0.58
C29 0.606 -3.629 7.549  -0.50
C30 1.741 -2.646 7.750  -0.55
C31 2.660 -2.970 6.596  -0.36
O16 1.796 -3.396 5.535  -0.32
H47 0.805 -4.588 8.032  0.28
H48 -0.346 -3.219 7.886  0.32
H49 2.226 -2.730 8.724  0.36
H50 1.364 -1.624 7.648  0.27
H51 3.352 -3.785 6.831  0.29
H52 3.236 -2.100 6.275  0.27

Output
Lowest unoccupied orbital energy: 0.29 eV
HOMO-LUMO gap: 7.609 eV
Highest occupied orbital energy: -7.322 eV
Spin multiplicity: 1
Net charge: 0

---

Entry 2:
Molecular formula: C31H52NOSi4TeTi
Method: DFT, ωB97M-V/def2-TZVPD

Last column: Mulliken charge in e.
Atoms and positions in Å:
C1 2.004 0.059 1.550  0.49
C2 2.308 -0.525 0.280  -1.86
C3 2.175 0.465 -0.718  -0.46
H1 2.737 -1.582 0.155  0.33
C4 1.642 1.658 -0.141  -0.92
C5 1.569 1.458 1.312  -0.24
H2 1.415 2.628 -0.616  0.54
C6 -1.233 -1.603 1.484  0.66
C7 -0.074 -2.246 0.861  -0.42
C8 -0.370 -2.283 -0.574  -0.60
H3 0.795 -2.651 1.364  0.49
C9 -1.638 -1.582 -0.794  -1.12
C10 -2.149 -1.113 0.461  -0.95
H4 2.522 0.381 -1.757  0.46
H5 1.046 2.171 2.042  0.46
H6 1.938 -0.529 2.539  0.53
H7 -3.043 -0.470 0.643  0.31
H8 0.224 -2.796 -1.310  0.60
H9 -1.408 -1.399 2.593  -0.37
Ti1 0.088 -0.094 -0.335  0.44
C11 -2.400 -1.491 -2.077  2.35
C12 -3.787 -2.124 -1.889  -1.80
C13 -1.644 -2.193 -3.205  -2.20
H10 -3.688 -3.114 -1.427  0.38
H11 -4.268 -2.238 -2.867  0.49
H12 -4.425 -1.500 -1.250  0.31
H13 -1.707 -3.282 -3.070  0.50
H14 -0.582 -1.898 -3.236  0.28
H15 -2.114 -1.928 -4.160  0.38
C14 -2.582 0.022 -2.403  -1.12
C15 -1.315 0.695 -2.737  0.29
H16 -3.044 0.545 -1.535  0.34
H17 -3.291 0.098 -3.243  0.34
O1 -0.284 0.610 -1.990  -0.28
N1 -1.241 1.480 -3.837  -0.06
C16 -0.212 2.555 -4.055  -1.22
H18 -1.795 1.174 -4.611  0.34
C17 1.149 2.005 -4.363  0.91
C18 2.301 2.653 -3.879  -0.36
H19 2.208 3.545 -3.248  0.34
C19 3.566 2.151 -4.199  -0.55
H20 4.458 2.663 -3.818  0.36
C20 3.696 1.018 -5.013  -0.48
H21 4.689 0.631 -5.269  0.37
C21 2.545 0.386 -5.506  -0.65
H22 2.626 -0.497 -6.143  0.38
C22 1.276 0.888 -5.188  -0.17
H23 0.375 0.400 -5.578  0.29
H24 -0.198 3.216 -3.186  0.36
H25 -0.610 3.111 -4.914  0.39
C23 3.438 0.521 4.684  -1.07
Si1 1.837 1.186 5.360  1.31
C24 1.861 1.029 7.214  -1.22
C25 1.708 2.992 4.932  -1.16
Si2 0.027 -0.005 4.725  0.09
Te1 -0.256 0.462 2.401  -0.85
Si3 0.024 -2.214 5.250  1.13
C26 -0.148 -2.256 7.102  -1.15
C27 -1.366 -3.221 4.526  -1.00
C28 1.636 -2.980 4.722  -1.00
Si4 -1.991 1.073 5.038  0.64
C29 -2.114 1.281 6.877  -1.04
C30 -2.004 2.723 4.167  -0.88
C31 -3.412 0.066 4.384  -0.82
H26 4.235 1.107 5.160  0.45
H27 3.504 0.651 3.600  0.32
H28 3.575 -0.534 4.939  0.26
H29 2.701 1.643 7.559  0.40
H30 0.936 1.401 7.662  0.25
H31 2.033 -0.008 7.514  0.23
H32 1.683 3.157 3.852  0.33
H33 0.829 3.441 5.401  0.26
H34 2.610 3.466 5.340  0.41
H35 -1.104 -1.823 7.412  0.24
H36 -0.128 -3.314 7.388  0.41
H37 0.673 -1.736 7.600  0.26
H38 -1.298 -3.292 3.436  0.31
H39 -1.262 -4.228 4.950  0.46
H40 -2.342 -2.819 4.812  0.28
H41 1.749 -2.953 3.634  0.20
H42 2.486 -2.479 5.196  0.20
H43 1.608 -4.027 5.050  0.44
H44 -1.301 1.907 7.254  0.22
H45 -3.070 1.781 7.064  0.41
H46 -2.107 0.313 7.384  0.25
H47 -1.927 2.593 3.081  0.15
H48 -2.970 3.184 4.402  0.45
H49 -1.199 3.374 4.516  0.23
H50 -3.341 -0.075 3.302  0.02
H51 -3.472 -0.903 4.887  0.20
H52 -4.319 0.641 4.608  0.48

Output
Lowest unoccupied orbital energy (alpha / beta): 0.15 / 0.11 eV
<S²>: 0.85
HOMO-LUMO gap (alpha / beta): 4.481 / 4.308 eV
Highest occupied orbital energy (alpha / beta): -4.332 / -4.193 eV
Spin multiplicity: 2
Net charge: 0

---

Entry 3:
Molecular formula: C31H53BrCuNO3P3
Method: DFT, ωB97M-V/def2-TZVPD

Last column: Mulliken charge in e.
Atoms and positions in Å:
C1 -4.510 2.838 -3.829  -0.33
C2 -3.395 3.687 -3.954  0.56
C3 -3.568 4.908 -4.625  -0.47
C4 -4.835 5.202 -5.155  -0.41
N1 -5.873 4.382 -5.030  -0.54
C5 -5.728 3.229 -4.387  -0.42
C6 -2.138 3.222 -3.422  -1.33
C7 -1.599 2.171 -2.898  1.74
C8 -1.382 0.861 -2.372  0.75
C9 -1.571 0.586 -1.001  -0.85
C10 -0.702 -0.279 -0.339  0.55
C11 0.264 -1.016 -1.046  0.75
C12 0.237 -0.966 -2.454  -1.06
C13 -0.608 -0.079 -3.107  -0.82
Cu1 -0.355 3.583 -3.169  -1.13
P1 0.209 0.621 2.831  0.88
H1 -2.753 5.616 -4.729  0.38
H2 -4.417 1.900 -3.292  0.37
H3 -4.999 6.140 -5.682  0.38
H4 -6.602 2.589 -4.296  0.37
H5 -0.667 -0.079 -4.204  0.56
H6 -2.338 1.146 -0.452  0.50
H7 0.911 -1.608 -3.023  0.40
H8 -0.752 -0.362 0.753  -0.26
C14 1.708 -0.095 3.628  -0.33
C15 2.420 0.759 4.672  -1.30
H9 2.383 -0.323 2.786  0.28
H10 1.401 -1.063 4.052  0.35
H11 3.159 0.145 5.201  0.44
H12 2.965 1.591 4.209  0.18
H13 1.733 1.162 5.427  0.28
C16 0.335 2.443 3.055  -0.27
C17 -0.983 3.183 2.808  -1.39
H14 1.096 2.788 2.336  0.03
H15 0.733 2.663 4.056  0.58
H16 -0.771 4.202 2.461  0.43
H17 -1.588 2.688 2.036  0.19
H18 -1.585 3.263 3.723  0.28
C18 -1.156 0.143 3.969  -0.24
C19 -1.049 0.657 5.396  -1.38
H19 -1.188 -0.957 3.938  0.05
H20 -2.082 0.503 3.498  0.41
H21 -1.993 0.464 5.917  0.41
H22 -0.264 0.148 5.962  0.30
H23 -0.874 1.737 5.445  0.30
Br1 1.748 -1.779 -0.187  0.20
P2 3.458 2.243 -1.571  -0.26
C20 3.064 2.091 0.237  0.75
C21 4.107 2.733 1.157  -1.35
H24 2.959 1.022 0.492  -0.44
H25 2.082 2.564 0.377  0.20
H26 3.647 3.055 2.100  0.27
H27 4.908 2.029 1.423  0.35
H28 4.573 3.615 0.703  0.43
C22 4.047 0.485 -1.819  0.39
C23 5.275 0.276 -2.710  -1.53
H29 3.193 -0.102 -2.195  -0.26
H30 4.300 0.099 -0.817  0.38
H31 5.577 -0.778 -2.675  0.39
H32 5.063 0.525 -3.752  0.36
H33 6.127 0.867 -2.360  0.38
C24 1.783 2.298 -2.360  0.11
C25 1.724 3.599 -3.191  -1.21
H34 1.044 2.227 -1.548  -0.03
H35 1.680 1.395 -2.977  0.27
H36 0.979 3.722 -4.040  0.73
H37 1.759 4.503 -2.572  0.29
H38 2.651 3.600 -3.776  0.65
C26 1.753 -5.601 -0.677  -1.51
C27 0.447 -4.864 -0.705  0.14
O1 0.015 -4.678 0.697  -0.19
P3 -0.581 -3.285 1.278  0.64
O2 -0.586 -3.503 2.878  -0.27
C28 -1.409 -4.493 3.586  -0.26
C29 -1.018 -5.921 3.324  -1.02
O3 -2.123 -3.253 0.825  -0.21
C30 -2.778 -3.918 -0.300  -0.31
C31 -2.629 -3.165 -1.597  -0.68
H39 2.520 -5.071 -0.110  0.30
H40 2.105 -5.704 -1.702  0.40
H41 1.622 -6.604 -0.269  0.40
H42 0.581 -3.891 -1.195  0.02
H43 -0.345 -5.422 -1.222  0.35
H44 -1.265 -4.247 4.638  0.33
H45 -2.459 -4.314 3.333  0.32
H46 0.058 -6.070 3.449  0.27
H47 -1.534 -6.562 4.046  0.44
H48 -1.319 -6.244 2.324  0.21
H49 -2.396 -4.941 -0.388  0.24
H50 -3.828 -3.969 -0.004  0.40
H51 -1.601 -3.200 -1.984  0.07
H52 -3.261 -3.645 -2.355  0.49
H53 -2.946 -2.117 -1.505  0.16

Output
Lowest unoccupied orbital energy (alpha / beta): -6.85 / -8.66 eV
<S²>: 0.75
HOMO-LUMO gap (alpha / beta): 5.919 / 3.879 eV
Highest occupied orbital energy (alpha / beta): -12.774 / -12.538 eV
Spin multiplicity: 2
Net charge: +2

---

Entry 4:
Molecular formula: C31H53BrMnNO3P3
Method: DFT, ωB97M-V/def2-TZVPD

Last column: Mulliken charge in e.
Atoms and positions in Å:
C1 -0.571 6.935 -5.465  -0.50
C2 -0.927 5.580 -5.644  -0.02
C3 -1.046 5.176 -6.988  -0.43
C4 -1.045 6.106 -8.043  -0.32
N1 -0.841 7.417 -7.797  -0.52
C5 -0.580 7.840 -6.554  -0.30
C6 -1.240 4.667 -4.544  0.42
C7 -1.619 3.855 -3.693  0.40
C8 -1.756 2.549 -3.126  0.22
C9 -0.461 1.711 -3.449  -1.65
C10 -0.459 0.287 -3.520  0.20
C11 -1.629 -0.481 -2.859  1.26
C12 -2.736 0.470 -2.427  -0.76
C13 -2.911 1.795 -2.773  -0.82
Mn1 -0.380 2.928 -1.548  0.26
P1 1.916 -0.729 -0.759  0.64
H1 -1.246 4.149 -7.229  0.42
H2 -0.373 7.324 -4.485  0.41
H3 -1.234 5.825 -9.105  0.34
H4 -0.401 8.928 -6.449  0.36
H5 -3.940 2.206 -2.795  0.55
H6 0.534 2.347 -3.432  0.38
H7 -3.567 0.002 -1.831  -0.09
H8 0.273 -0.188 -4.445  0.22
C14 2.182 -2.370 0.167  -0.48
C15 3.123 -3.450 -0.375  -1.30
H9 1.164 -2.785 0.220  0.22
H10 2.468 -2.140 1.205  0.53
H11 3.291 -4.250 0.362  0.40
H12 2.713 -3.949 -1.259  0.24
H13 4.111 -3.052 -0.625  0.28
C16 2.506 -1.378 -2.469  0.19
C17 3.043 -0.345 -3.476  -1.42
H14 1.578 -1.876 -2.824  -0.88
H15 3.254 -2.199 -2.405  0.61
H16 2.890 -0.727 -4.501  0.39
H17 2.601 0.663 -3.391  0.14
H18 4.128 -0.232 -3.358  0.41
C18 3.434 0.214 -0.338  -0.52
C19 4.781 -0.460 -0.584  -1.36
H19 3.339 0.441 0.733  0.49
H20 3.340 1.160 -0.899  0.33
H21 5.603 0.256 -0.473  0.39
H22 4.963 -1.251 0.147  0.29
H23 4.885 -0.891 -1.584  0.29
Br1 -1.178 -1.500 -1.401  0.08
P2 -2.265 -2.537 -3.898  0.00
C20 -0.500 -2.903 -3.776  0.67
C21 -0.161 -4.369 -3.959  -1.55
H24 -0.311 -2.669 -2.699  -0.36
H25 0.091 -2.165 -4.336  0.51
H26 0.916 -4.599 -3.999  0.37
H27 -0.623 -4.915 -3.122  0.35
H28 -0.589 -4.742 -4.891  0.42
C22 -3.523 -2.949 -2.601  0.23
C23 -4.828 -3.545 -3.042  -1.47
H29 -3.675 -2.006 -2.069  0.00
H30 -3.054 -3.627 -1.881  0.41
H31 -5.415 -3.667 -2.139  0.42
H32 -5.375 -2.899 -3.718  0.36
H33 -4.734 -4.532 -3.485  0.40
C24 -2.532 -1.150 -4.979  0.24
C25 -2.823 -1.628 -6.365  -1.56
H34 -1.623 -0.541 -5.005  0.18
H35 -3.357 -0.544 -4.611  0.42
H36 -3.097 -0.798 -7.001  0.44
H37 -1.942 -2.108 -6.768  0.36
H38 -3.641 -2.335 -6.342  0.41
C26 -4.157 -1.271 2.366  -1.43
C27 -3.616 -0.057 1.680  0.52
O1 -2.210 0.124 2.039  -0.31
P3 -1.206 1.164 1.218  0.47
O2 -0.088 1.499 2.326  -0.18
C28 0.123 0.970 3.684  -0.17
C29 -0.245 2.025 4.680  -1.17
O3 -2.206 2.507 1.308  -0.38
C30 -1.677 3.696 0.605  0.61
C31 -2.656 4.825 0.849  -1.54
H39 -3.626 -2.163 2.070  0.30
H40 -5.193 -1.457 2.108  0.42
H41 -4.117 -1.160 3.439  0.36
H42 -3.597 -0.163 0.593  -0.24
H43 -4.187 0.839 1.955  0.33
H44 -0.397 0.022 3.829  0.32
H45 1.194 0.795 3.726  0.26
H46 -1.291 2.315 4.580  0.28
H47 -0.067 1.668 5.696  0.40
H48 0.383 2.897 4.516  0.30
H49 -0.685 3.974 1.019  0.41
H50 -1.587 3.487 -0.532  0.05
H51 -2.758 5.026 1.922  0.38
H52 -2.260 5.713 0.358  0.44
H53 -3.648 4.645 0.417  0.35

Output
Lowest unoccupied orbital energy (alpha / beta): -7.21 / -7.17 eV
<S²>: 9.05
HOMO-LUMO gap (alpha / beta): 5.681 / 5.637 eV
Highest occupied orbital energy (alpha / beta): -12.895 / -12.810 eV
Spin multiplicity: 6
Net charge: +2

---

For the records above, the corresponding electronic energy values read -2812.35302; -3617.73543; -6731.36227; -6241.64505 hartree.